Entry 1:
ORCA calculation (ωB97M-V/def2-TZVPD) on a structure of composition C28H17BrCl6N4O2Ti in a non-equilibrium geometry.

Total charge: +2
LUMO energy in eV: -7.281
Gap between HOMO and LUMO in eV: 6.690
Relative energy (zero: lowest compared OMol25 entry of this formula, charge and spin) in eV: 0.528

```
59
C28H17BrCl6N4O2Ti | the OMol25 dataset | ωB97M-V/def2-TZVPD
C 2.7623 -3.1244 -0.9278
C -1.3034 -0.5877 1.3338
C 3.2235 -3.4296 0.3328
H 3.9962 -4.1679 0.4696
C -0.7302 2.3378 -0.2065
O -0.4112 0.3094 1.5839
Ti -0.0308 0.3875 -0.2681
Cl 1.5729 3.6925 -0.5606
C 1.6995 -1.8171 1.1951
C -2.1799 -0.4789 3.6268
C -2.0986 2.4009 0.0931
H -2.4698 0.8365 -4.6264
N 1.2719 -1.9338 -2.3498
C -4.1706 -2.3248 3.0259
H 2.0475 1.0459 1.5425
C 4.0135 1.1405 0.6561
C -0.3525 -1.7098 -4.0585
C -1.1999 0.6054 -2.9248
C 0.1861 -1.2396 -2.8466
C 1.7518 -2.1590 -1.0734
C 4.7076 1.1897 -0.5540
N 1.9381 0.9097 -0.5197
C 2.6587 -2.7769 1.4281
C -0.6343 4.6831 0.5416
O -1.2362 -1.0675 0.1600
C -2.2761 -0.9994 2.3236
H 1.6243 -2.6181 -3.0103
Cl 0.2899 6.1068 0.7934
C -4.0342 -1.8313 4.3117
C 2.6239 1.0198 0.6204
C -0.0485 3.5461 -0.0176
N -0.2617 -0.1119 -2.2603
H -1.4021 0.2425 3.8360
C -1.7377 0.2215 -4.1314
Cl -2.6923 6.0091 1.6601
H -4.9473 -3.0349 2.7913
Br -3.6149 -2.5244 0.2735
H -4.7059 -2.1765 5.0827
C -3.3119 -1.9017 2.0250
Cl -4.4347 3.4923 0.9230
H 2.9571 -3.0133 2.4362
C 3.9811 1.1412 -1.7313
C -1.9872 4.6578 0.9025
H 1.2372 -1.2923 2.0260
H 4.4772 1.2359 -2.6851
Cl 4.8196 1.2328 2.1606
H 5.7813 1.2922 -0.5583
H 3.1532 -3.6260 -1.7985
Cl -3.0223 0.9917 -0.2952
H -1.7620 -1.3333 -5.6233
H -1.4856 1.5519 -2.4709
N 1.2617 -1.4875 -0.0306
H -2.9898 -0.4758 5.6032
C -2.7486 3.5164 0.6141
C 2.6036 0.9883 -1.6767
H 2.0180 0.9606 -2.5890
C -1.3287 -0.9849 -4.6996
H 0.0080 -2.6324 -4.4859
C -3.0572 -0.8852 4.6073
```

---

Entry 2:
ORCA calculation (ωB97M-V/def2-TZVPD) on an isolated molecule of C8H16N2O4 in a non-equilibrium geometry.

LUMO energy in eV: 0.440
Gap between HOMO and LUMO in eV: 10.137
Relative energy (zero: lowest compared OMol25 entry of this formula, charge and spin) in eV: 0.432

```
30
C8H16N2O4 | the OMol25 dataset | ωB97M-V/def2-TZVPD
H 1.9623 0.9843 -2.0018
H 0.5510 0.2107 -3.8043
O 3.4250 0.6682 0.2218
C 2.3097 -1.1800 -2.1193
H 1.7887 -2.0960 -1.8451
H 1.2135 -0.4340 2.0223
C -2.9378 0.1590 1.5615
H 0.6377 2.1326 -0.3068
H 3.1666 -1.1142 -1.5291
O -1.5804 2.3323 0.7784
H 0.5873 -0.8459 -0.0271
O 2.1200 -0.0681 1.8789
O -3.3929 -1.0273 2.1877
H -3.5853 0.4366 0.7034
C 0.2079 0.0715 -2.7568
C 1.4162 0.0110 -1.8210
H -0.4391 -0.8361 -2.6759
H -0.7184 0.3711 3.0433
H 2.5696 -1.1521 -3.1484
N -0.6112 -0.3599 2.3422
H -2.8814 0.9749 2.2645
C -1.4676 -0.0083 1.1478
C -0.9498 1.2959 0.6067
H -1.0238 -1.3202 2.6946
H -4.2742 -0.8627 2.5432
C 2.3567 0.2402 0.5976
N 0.2466 1.2215 -0.0733
C 1.0841 0.0635 -0.3140
H -0.4193 0.9333 -2.5359
H -1.3616 -0.8019 0.3650
```

---

Entry 3:
ORCA calculation (ωB97M-V/def2-TZVPD) on a cluster of 7 separate species, C34H87N5O14 in total in a non-equilibrium geometry.

<S²>: 0.754
Total charge: +1
LUMO energy (spin up / spin down) in eV: -2.364 / -7.664
Gap between HOMO and LUMO (spin up / spin down) in eV: 7.538 / 2.238
2S+1: 2
Relative energy (zero: lowest compared OMol25 entry of this formula, charge and spin) in eV: 0.000

```
140
C34H87N5O14 | the OMol25 dataset | ωB97M-V/def2-TZVPD
C -1.9477 1.3083 -2.9169
O 1.3298 2.7598 -4.7867
H -4.9653 4.1116 -5.1889
O -3.9715 0.3630 -1.8672
C 2.0495 1.7804 -4.0971
H -0.0962 -2.0215 3.2234
C -5.2428 4.7999 -4.3905
H 1.3262 1.9034 0.6410
H -0.9376 1.1422 -3.2912
H -1.1623 -6.2766 3.8777
H -1.2970 0.7855 1.7664
H 1.8725 5.1595 -3.4361
H -0.4498 -3.1962 5.2715
H -1.8126 -1.8838 3.7818
H 3.0940 3.2894 -3.2356
H 1.9730 6.1575 -1.9874
C 1.8446 -2.0909 5.5182
H 5.2843 -4.7995 -3.7657
N 5.0319 -3.9374 -4.2274
H 5.5945 -8.3976 -5.4828
H -1.1974 3.6787 -4.0767
H -2.2255 1.0492 6.9885
O -0.6789 4.5543 2.5405
H -1.7717 4.7607 4.9526
H 1.4630 0.8681 -3.9885
H -4.9486 5.7757 -4.7768
H -3.0170 1.1740 -0.1177
H 2.9734 -4.5091 -4.9262
H 2.8807 4.1393 -1.2844
H 0.6831 -7.9199 4.2806
H 1.8752 -6.7086 4.3363
O 4.9787 -6.4564 -5.2726
C -1.0458 -2.5374 3.3659
C -2.3037 5.2989 4.1681
H 0.7825 3.0726 -2.7396
H -3.5639 2.3514 -3.5497
H -2.4133 -1.1792 1.4579
H -5.3373 -0.2598 4.3623
C 2.1402 -8.0025 2.1583
H 1.6601 -3.1194 5.8287
H 5.4208 -4.9786 -6.5183
H -0.2909 1.6330 3.8780
H 6.3716 -7.3048 -6.6221
C -1.8800 -2.0897 1.1845
H -1.0339 -0.1620 5.6565
C -1.9623 1.4460 6.0080
C -2.2700 3.4845 -4.0718
H -2.4139 3.8216 2.5979
H -2.6521 5.5281 -3.4629
H -2.8778 1.6265 4.1127
O -3.2825 -0.2707 4.8272
C -2.7192 0.0327 -2.5152
C -3.0084 4.5210 -3.2466
C -3.1333 1.1582 5.0633
H 0.5598 -1.6600 -3.7955
H 2.9946 -7.7983 2.8035
C 1.4540 5.3134 -2.4414
H -0.9445 -1.7043 0.7790
H -0.8374 4.8911 -0.9097
C 4.5181 -5.3876 -6.0644
C -0.2656 1.1074 1.9105
H 1.4205 4.2461 -0.4540
C -0.8436 -3.6846 4.3802
H 1.9608 0.4591 5.2287
C 1.8061 4.1345 -1.4673
N 0.1620 -4.6462 3.9344
O 1.1646 -7.0274 2.4823
H 2.7777 1.4288 -4.8279
H -0.3196 1.7342 -5.4372
H 3.8829 -5.6406 -6.9133
O 0.0373 0.6823 -0.4078
H -2.2701 -0.7621 -1.9196
H -2.6940 4.3211 -2.2222
O 0.0582 5.5519 -2.5945
H -1.6558 6.1608 -1.7317
H -0.0083 0.8861 7.4569
H -1.8764 1.9052 -2.0076
H 1.4689 -2.8595 -3.0965
H -2.6088 3.7612 -5.0701
H 2.9099 -1.8788 5.6087
H -0.5830 3.7360 3.0333
C -0.2091 -5.9861 4.3195
H -3.7293 -0.4681 -0.0468
H -2.3358 -2.5069 0.2866
H 0.3832 0.9566 -1.2603
C 0.4059 1.1191 6.4760
H 4.6955 -7.7071 -6.9151
H 2.5911 -7.8447 1.1786
H -3.3263 5.0348 4.4376
H -1.9670 6.7988 5.3786
H -4.4630 -1.4527 3.4903
O -0.2350 2.0796 3.0300
N -2.6509 2.1229 -3.9161
O -2.2592 6.7049 4.4690
H 2.4917 0.4225 6.8360
C 5.4281 -7.5341 -6.1268
H 0.4411 -4.6531 2.9638
H -4.1912 0.1181 3.0250
H 0.1399 3.0987 -6.4024
C 1.5518 -1.8072 -3.3685
H 1.4460 -1.8925 4.5233
C 0.2632 1.6739 0.5669
C 1.6104 0.2106 6.2305
N -0.7265 0.7935 5.5446
H 5.2182 -2.9349 -2.5167
H 3.8251 -3.4509 -5.9001
O 1.1430 -1.1685 6.4189
C 2.5691 2.4184 -2.8432
C -3.8311 0.5353 -0.4603
C 3.9970 -4.2971 -5.2349
H -2.2162 5.5708 1.9227
C 3.9059 -1.7597 -3.7514
O -1.6032 -3.0644 2.1240
H -0.4294 2.4801 0.3254
H 0.2925 0.2427 2.2695
O -4.4533 4.4960 -3.2249
H -6.3206 4.8650 -4.2419
C -4.3562 -0.4622 3.9327
H 3.2692 1.7582 -2.3312
H -0.4465 -6.0758 5.3795
H -0.2734 6.5843 -0.6877
H -4.6795 1.0058 0.0366
H 1.1486 1.6650 -6.5467
O 2.5272 -1.7691 -4.3206
H 1.7879 -9.0235 2.3053
H -4.0000 1.7014 5.4399
H 0.5746 2.1960 6.4719
H 1.6986 -1.1464 -2.5142
H -3.0052 -0.4124 -3.4682
H 3.6322 -3.6550 -2.8268
C 0.9233 -6.9433 3.8600
H 4.0175 -0.9363 -3.0459
C -0.6664 5.8527 -1.3937
H 4.6310 -1.4527 -4.5051
N 1.4707 2.9000 -2.0208
H -1.7634 -4.2053 4.6468
H -1.9275 2.5251 6.1571
C 0.5463 2.2503 -5.8518
C 4.4560 -3.1018 -3.2778
C -2.0050 4.8276 2.6916
```

---

Entry 4:
ORCA calculation (ωB97M-V/def2-TZVPD) on a structure of composition C8H17CuNO11S2 in a non-equilibrium geometry.

<S²>: 0.752
Total charge: -2
LUMO energy (spin up / spin down) in eV: 4.609 / 4.609
Gap between HOMO and LUMO (spin up / spin down) in eV: 6.253 / 6.212
2S+1: 2

```
40
C8H17CuNO11S2 | the OMol25 dataset | ωB97M-V/def2-TZVPD
O 24.8576 28.1761 -16.2647
C 30.4237 26.7860 -12.1431
O 22.3706 29.8262 -11.0252
C 30.2113 27.5553 -13.4663
H 31.0695 27.3322 -11.4502
O 27.1562 27.5933 -15.8000
H 23.9428 26.2002 -10.4102
C 28.2027 27.3503 -12.2275
H 23.8210 23.5024 -15.2907
H 21.7378 24.8113 -13.5586
H 31.0831 28.1960 -13.6045
H 23.8990 22.1047 -14.1904
H 28.2190 28.2307 -14.1744
C 23.4234 23.0710 -14.3623
C 22.6820 25.5652 -11.8292
Cu 24.9515 27.6381 -12.6210
H 21.8145 27.4837 -12.4407
H 23.2286 25.8224 -13.9007
O 25.8914 28.8156 -14.1406
O 23.7485 31.2008 -12.4597
H 30.1747 26.8386 -14.2873
O 29.1431 26.6677 -11.5146
S 23.5094 29.8462 -11.9509
O 23.5796 23.8981 -13.2625
N 24.0335 26.0149 -11.4128
O 23.2730 28.8614 -13.0432
H 30.8315 25.7897 -12.3140
H 24.6336 25.1893 -11.3450
H 28.8823 29.2264 -12.8839
O 27.0347 27.2679 -12.0345
O 24.7492 29.2731 -11.3081
C 21.6730 26.6940 -11.7049
C 28.8610 28.2112 -13.2886
H 22.3304 24.7298 -11.2076
S 25.8180 27.8092 -15.2352
C 22.7642 25.0637 -13.2627
H 22.3568 22.8580 -14.5631
H 20.6650 26.2883 -11.8715
H 21.6966 27.1403 -10.7115
O 25.3416 26.6164 -14.4335
```

---

Entry 5:
ORCA calculation (ωB97M-V/def2-TZVPD) on an isolated molecule of C20H14N2O3 in a non-equilibrium geometry.

LUMO energy in eV: -1.534
Gap between HOMO and LUMO in eV: 5.564
Relative energy (zero: lowest compared OMol25 entry of this formula, charge and spin) in eV: 0.000

```
39
C20H14N2O3 | the OMol25 dataset | ωB97M-V/def2-TZVPD
C 0.0629 -0.4597 0.2287
C -2.3315 0.3372 0.6696
C 3.7321 -0.4702 -0.2864
H -1.1170 -4.9846 -0.1755
C -1.1752 -3.9712 -0.5989
C 2.4144 -0.9193 -0.3268
O 0.9298 1.9156 1.4943
H 5.6191 2.0718 0.6294
H -2.0871 -2.3838 -3.4693
C 4.1133 0.6601 0.3556
C -3.1928 1.3799 0.9798
C 1.3886 -0.1470 0.3308
O -1.8745 0.2843 -3.1278
H -2.7155 -0.5914 0.2420
C 3.1262 1.4107 0.9740
O 0.2854 0.3914 -2.5783
C -2.6758 2.5623 1.5405
C -0.4082 1.7156 1.3171
N 5.4361 1.0552 0.4538
H 4.4987 -1.0790 -0.7215
H -3.2729 4.4021 2.2535
N -3.5764 3.4887 1.9188
H 2.1939 -1.8578 -0.8269
C -1.0348 -1.4389 -1.8287
H -4.2617 1.2228 0.8491
H -4.4935 3.3728 1.5037
H -0.1434 -3.0910 1.0734
C 1.8084 1.0277 0.9806
C -0.8528 -0.1899 -2.5728
H -0.8489 3.4985 2.2002
C -1.7544 -3.7587 -1.8684
C -0.5619 -2.9042 0.0764
C -0.4967 -1.6170 -0.5540
C -1.6915 -2.5165 -2.4706
H 3.3469 2.3712 1.4504
H 6.0780 0.6069 -0.1937
C -1.3061 2.6714 1.7122
C -0.9155 0.5164 0.7526
H -2.2456 -4.5823 -2.3870
```

---

Entry 6:
ORCA calculation (ωB97M-V/def2-TZVPD) on an isolated molecule of C3H3NO2S in a non-equilibrium geometry.

LUMO energy in eV: -1.441
Gap between HOMO and LUMO in eV: 7.718
Relative energy (zero: lowest compared OMol25 entry of this formula, charge and spin) in eV: 6.482

```
10
C3H3NO2S | the OMol25 dataset | ωB97M-V/def2-TZVPD
S 0.9960 -1.2575 -1.9553
O 2.2911 -2.8814 0.0567
H -0.7000 0.5314 -2.0184
C -0.0357 0.1146 -0.0399
N 1.4529 -1.6737 -0.2689
C -0.1307 -0.0355 -1.3689
O 2.1219 -0.6035 -2.4353
C 0.8891 -0.8335 0.5381
H 1.1711 -0.7369 1.6031
H -0.6964 0.8177 0.5006
```

---

Entry 7:
ORCA calculation (ωB97M-V/def2-TZVPD) on a structure of composition C32H43HgN6O10SSi.

<S²>: 0.767
Total charge: -2
LUMO energy (spin up / spin down) in eV: 4.363 / 4.362
Gap between HOMO and LUMO (spin up / spin down) in eV: 4.393 / 6.547
2S+1: 2
Relative energy (zero: lowest compared OMol25 entry of this formula, charge and spin) in eV: 0.645

```
94
C32H43HgN6O10SSi | the OMol25 dataset | ωB97M-V/def2-TZVPD
H 1.0288 -2.5263 -1.8189
C 2.0667 -2.8614 -1.8111
H 2.9958 -2.6750 2.5390
H 2.3089 2.1435 -5.3581
N -0.0300 0.3001 -3.7758
C 4.4055 -2.2745 -1.1500
C 1.6137 2.4377 -0.1827
H 5.0382 -1.5098 -0.6936
S -3.5636 0.6616 -2.7447
H 3.9125 -1.1842 2.3363
O -0.7835 3.0948 -3.5156
H 3.0649 0.9631 3.3615
N -5.5367 2.2850 -2.1373
H -1.1850 -5.5104 2.1266
H 3.5570 0.2466 -1.6158
N -4.0120 -0.9984 0.6159
C 2.2334 2.6690 1.0365
H 2.1317 -3.7715 -1.2100
H 1.3938 -2.0461 -5.7977
C -4.3239 5.0950 3.2840
Hg -1.6936 -0.0252 -1.2925
Si 1.0502 -1.3851 0.7453
C -2.7544 3.7788 1.3932
C 1.9849 0.0025 -5.7199
H -6.0858 1.5110 -2.4727
C 1.0941 -1.7147 4.2558
H 1.5946 -1.9122 5.2088
H 4.4618 -3.1794 -0.5407
H 2.1943 2.1478 -1.0500
H -3.1908 6.8468 2.7759
C 1.4393 3.0458 2.1058
C -1.0341 -3.9661 -0.1354
C 1.2362 -1.0738 -5.3511
H -1.7901 5.6678 1.1099
C -1.5725 -2.7764 2.0052
H 3.3029 2.5376 1.1383
C 0.0745 3.1611 1.9205
C -2.5608 5.1303 1.6508
H -1.6832 -1.8045 1.5243
H 3.8020 -1.9435 3.9457
C -4.5156 3.7399 3.0344
H 2.9304 0.1852 4.9556
H 1.0465 4.2066 -2.8947
O 0.7156 -2.9542 1.1921
H 1.8739 3.2268 3.0814
H -0.2921 -4.5869 -0.6459
H 0.0950 -4.6900 3.0430
O 1.4201 3.4182 -3.3147
C -3.3457 5.7904 2.5886
H -1.2696 -2.6240 3.0419
H 0.4861 -5.5075 1.5195
H -1.2018 -3.0670 -0.7210
C 0.7064 1.3175 -4.1787
C 2.9630 -1.7800 -1.2174
C -4.2323 1.9436 -1.8153
H -3.8784 2.0270 1.8765
C 0.2325 -0.9310 -4.3446
C 2.0071 -0.9152 3.3286
H 0.8354 -2.6630 3.7890
H -5.2767 3.1918 3.5772
C -0.5454 -3.6283 1.2665
H 1.8643 -0.1151 -2.0212
H 3.1640 -0.6810 -3.0812
H 2.3566 -3.0833 -2.8409
H -1.9825 -4.5062 -0.0883
C -3.7408 3.0821 2.0921
N -3.7230 2.6745 -0.8563
C -0.4598 2.9104 0.6550
O -0.2519 -3.2309 -4.5409
O -1.3736 -2.0738 -2.9822
C -1.9161 3.0374 0.4090
C 0.3267 2.6597 -3.6212
N 0.3096 2.5692 -0.3817
C 2.4087 0.3872 4.0159
O 1.2988 -0.5420 2.1582
O -3.3313 0.0294 0.8442
H -0.5784 3.4269 2.7405
H -5.9713 2.8401 -1.4141
H 4.7848 -2.4951 -2.1509
H 1.5189 0.9837 4.2224
C 1.7418 1.2585 -5.1096
H 2.7594 -0.1009 -6.4723
H -0.8088 -3.8607 -4.0648
C -0.2717 -4.9168 2.0391
O 2.5889 -1.4928 0.1257
C 3.2618 -1.7323 3.0178
O -3.5696 -1.7388 -0.2739
H 0.1762 -1.1558 4.4452
C 2.8830 -0.5021 -2.0412
C -0.5275 -2.0367 -3.8853
H -4.9349 5.6055 4.0198
N -2.4068 2.4498 -0.6166
O 0.0168 -0.6799 -0.2001
H -2.5523 -3.2572 1.9899
```

---

Entry 8:
ORCA calculation (ωB97M-V/def2-TZVPD) on an isolated molecule of C4H5NO2 in a non-equilibrium geometry.

LUMO energy in eV: 0.799
Gap between HOMO and LUMO in eV: 10.151
Relative energy (zero: lowest compared OMol25 entry of this formula, charge and spin) in eV: 2.312

```
12
C4H5NO2 | the OMol25 dataset | ωB97M-V/def2-TZVPD
C 1.1657 -0.8834 0.1520
H -2.2620 -0.0479 0.4132
C -1.3436 -0.5152 0.0350
C 0.3101 1.0806 0.3191
O -0.9553 -1.5550 0.5110
C -0.3603 0.2822 -0.8158
H -0.7308 0.7900 -1.7165
N 1.0493 0.0236 1.0293
H -0.3733 1.6998 0.9179
O 0.6644 -0.6508 -1.1143
H 1.1905 1.6153 -0.0114
H 1.6451 -1.8392 0.2805
```

---

Number 1: energy -207648.0082 eV. Number 2: energy -19726.3475 eV. Number 3: energy -72764.6007 eV. Number 4: energy -98896.3125 eV. Number 5: energy -30088.9462 eV. Number 6: energy -19574.2942 eV. Number 7: energy -86191.2423 eV. Number 8: energy -9812.0030 eV.